(1)
ORCA calculation (ωB97M-V/def2-TZVPD) on a molecular structure, C34H28Br2N11O3RbS2Se.

XYZ file:
```
82
C34H28Br2N11O3RbS2Se ωB97M-V/def2-TZVPD
Rb -0.48 0.13 -0.40
C 4.62 2.71 -0.20
C 3.33 1.92 -0.25
N 2.16 2.46 -0.25
N 2.07 3.79 -0.36
C 1.04 4.45 0.05
N 0.86 5.71 -0.51
S -0.14 4.05 1.23
C 3.42 0.46 -0.29
C 4.58 -0.17 -0.77
C 4.65 -1.55 -0.77
C 3.58 -2.28 -0.28
C 2.47 -1.57 0.17
N 2.39 -0.26 0.17
H 4.39 3.76 0.01
H 5.14 2.66 -1.15
H 5.28 2.33 0.58
H 1.64 6.09 -1.02
H 0.34 6.35 0.07
H 5.40 0.41 -1.17
H 5.53 -2.05 -1.16
H 3.58 -3.36 -0.28
H 1.61 -2.09 0.57
C 1.87 1.41 3.11
C 0.70 0.80 3.80
C 0.58 0.83 5.20
C -0.53 0.30 5.80
C -1.55 -0.25 5.01
C -2.75 -0.79 5.50
Br -3.07 -0.84 7.40
C -3.72 -1.28 4.67
C -3.51 -1.26 3.31
Br -4.87 -1.93 2.14
C -2.34 -0.77 2.67
O -2.18 -0.78 1.43
C -1.34 -0.25 3.60
N -0.23 0.25 3.05
H 2.67 1.64 3.82
H 1.54 2.32 2.62
H 2.24 0.74 2.34
H 1.36 1.28 5.80
H -0.64 0.32 6.88
H -4.65 -1.67 5.07
N -0.21 -5.82 2.72
C -0.17 -5.18 1.48
C -0.92 -4.03 1.24
C -0.87 -3.41 0.00
C -0.05 -3.92 -0.99
C 0.66 -5.08 -0.77
C 0.60 -5.72 0.45
S 0.33 -3.07 -2.55
O -0.13 -3.96 -3.60
O 1.77 -2.89 -2.46
N -0.49 -1.69 -2.43
C -0.14 -0.78 -3.32
N -0.63 0.48 -3.18
C -0.15 1.40 -3.98
C 0.79 1.15 -4.97
C 1.13 -0.19 -5.11
N 0.68 -1.14 -4.33
H -0.50 -5.22 3.48
H 0.64 -6.33 2.94
H -1.53 -3.62 2.02
H -1.44 -2.52 -0.19
H 1.27 -5.46 -1.58
H 1.17 -6.62 0.63
H -0.55 2.40 -3.83
H 1.20 1.92 -5.59
H 1.80 -0.52 -5.90
Se -1.58 4.31 -1.22
N -2.10 2.66 -1.27
C -3.13 2.56 -2.11
C -3.75 1.36 -2.50
C -4.78 1.42 -3.40
C -5.24 2.64 -3.92
C -4.66 3.83 -3.56
C -3.58 3.81 -2.67
N -2.85 4.87 -2.30
H -3.38 0.42 -2.11
H -5.25 0.50 -3.73
H -6.05 2.64 -4.64
H -5.00 4.77 -3.96
```

Values from the calculation:
Highest occupied orbital energy: -2.2 eV
Charge: -2
Calculated total energy: -286006.003 eV
ΔE to the lowest compared entry with this formula, charge and spin: 75.1 kJ/mol

=====

(2)
ORCA calculation (ωB97M-V/def2-TZVPD) on a molecular structure, C34H28BrN2O6PSV.

XYZ file:
```
74
C34H28BrN2O6PSV ωB97M-V/def2-TZVPD
V 0.51 0.07 -0.02
O 1.01 -3.84 2.09
C 1.11 -4.50 0.92
C 1.34 -5.88 0.95
C 1.44 -6.60 -0.22
C 1.31 -5.97 -1.45
C 1.09 -4.60 -1.49
C 0.99 -3.86 -0.31
C 0.65 -2.39 -0.46
O 0.95 -1.54 0.55
N -0.81 -2.30 -0.60
N -1.34 -1.15 -0.21
C -2.61 -0.93 -0.23
C -3.19 0.29 0.20
Br -1.87 1.62 0.73
C -4.50 0.61 0.34
C -5.67 -0.21 0.16
C -6.72 0.02 1.06
C -7.85 -0.78 1.05
C -7.97 -1.80 0.12
C -6.98 -1.98 -0.83
C -5.83 -1.20 -0.81
H 0.97 -2.88 1.91
H 1.44 -6.37 1.91
H 1.60 -7.67 -0.18
H 1.38 -6.52 -2.37
H 1.00 -4.09 -2.44
H 1.14 -2.03 -1.40
H -1.29 -2.91 -1.26
H -3.29 -1.72 -0.55
H -4.69 1.60 0.75
H -6.63 0.81 1.79
H -8.63 -0.61 1.77
H -8.85 -2.42 0.11
H -7.10 -2.74 -1.59
H -5.10 -1.33 -1.59
C -0.83 1.77 6.52
C 0.44 1.20 6.49
C 0.93 0.65 5.32
C 0.13 0.64 4.17
C -1.15 1.18 4.22
C -1.62 1.76 5.38
P 0.90 0.18 2.57
C 2.40 -0.77 2.95
C 3.57 -0.47 2.27
C 4.74 -1.15 2.58
C 4.73 -2.15 3.54
C 3.55 -2.48 4.19
C 2.38 -1.80 3.89
C 1.47 1.81 2.03
C 1.94 2.91 2.74
C 2.13 4.09 2.03
C 1.86 4.16 0.68
C 1.40 3.05 -0.03
C 1.22 1.88 0.67
H -1.19 2.22 7.43
H 1.06 1.19 7.37
H 1.93 0.24 5.29
H -1.78 1.17 3.34
H -2.60 2.21 5.40
H 3.57 0.29 1.50
H 5.65 -0.91 2.06
H 5.64 -2.68 3.77
H 3.55 -3.26 4.94
H 1.45 -2.06 4.39
H 2.13 2.85 3.80
H 2.48 4.97 2.55
H 1.99 5.10 0.15
H 1.19 3.11 -1.09
O 1.95 0.12 -1.02
S 1.10 0.52 -2.25
O 0.88 -0.66 -3.02
O -0.18 0.82 -1.45
O 1.59 1.71 -2.84
```

Values from the calculation:
Highest occupied orbital energy: -10.9 eV
Charge: +1
Calculated total energy: -166822.976 eV
ΔE to the lowest compared entry with this formula, charge and spin: 213.3 kJ/mol

=====

(3)
ORCA calculation (ωB97M-V/def2-TZVPD) on a molecular structure, C34H28Cl3MgN2O7S.

XYZ file:
```
76
C34H28Cl3MgN2O7S ωB97M-V/def2-TZVPD
Mg -0.11 -0.29 0.28
O -0.47 1.66 1.18
C -0.71 2.66 0.19
C -1.20 1.96 -1.13
O -1.75 2.61 -2.00
O -0.87 0.73 -1.21
C 0.66 3.26 -0.16
C 0.74 4.28 -1.10
C 1.97 4.82 -1.45
C 3.13 4.34 -0.86
C 3.06 3.33 0.08
C 1.82 2.79 0.43
C -1.61 3.74 0.77
C -1.53 4.00 2.13
C -2.29 5.00 2.72
C -3.15 5.77 1.95
C -3.23 5.52 0.59
C -2.47 4.52 0.00
H -1.32 1.39 1.64
H -0.17 4.63 -1.57
H 2.01 5.61 -2.19
H 4.09 4.76 -1.14
H 3.96 2.94 0.54
H 1.77 1.99 1.17
H -0.86 3.41 2.74
H -2.21 5.17 3.79
H -3.75 6.54 2.41
H -3.91 6.11 -0.03
H -2.55 4.32 -1.06
C 8.14 -1.67 -0.44
C 6.66 -1.92 -0.56
C 5.78 -0.87 -0.82
C 4.42 -1.09 -0.91
C 3.92 -2.37 -0.73
C 4.78 -3.43 -0.48
C 6.14 -3.20 -0.40
S 2.17 -2.64 -0.86
O 1.94 -4.00 -0.43
O 1.79 -2.26 -2.20
N 1.55 -1.54 0.12
C 1.76 -1.64 1.50
C 2.44 -2.63 2.21
C 2.56 -2.46 3.58
C 1.99 -1.36 4.21
C 1.29 -0.47 3.43
N 1.18 -0.60 2.12
H 8.43 -0.75 -0.95
H 8.72 -2.49 -0.86
H 8.43 -1.57 0.61
H 6.17 0.13 -0.96
H 3.74 -0.27 -1.11
H 4.37 -4.42 -0.34
H 6.82 -4.02 -0.20
H 2.83 -3.50 1.71
H 3.09 -3.21 4.15
H 2.07 -1.22 5.28
H 0.79 0.39 3.86
Cl -2.01 -4.28 -3.85
C -1.17 -2.84 -3.20
Cl -1.59 -2.52 -1.53
H -1.48 -1.99 -3.79
H -0.10 -3.01 -3.25
Cl -6.96 -4.23 3.79
C -5.66 -3.19 3.25
C -4.77 -3.67 2.30
C -3.73 -2.85 1.88
C -3.60 -1.57 2.39
C -4.51 -1.11 3.34
C -5.54 -1.92 3.78
C -2.49 -0.66 1.94
O -2.55 0.54 2.25
O -1.60 -1.19 1.21
H -4.89 -4.67 1.90
H -3.02 -3.20 1.14
H -4.39 -0.10 3.72
H -6.25 -1.58 4.52
```

Values from the calculation:
Highest occupied orbital energy: -6.2 eV
Charge: -1
Calculated total energy: -106881.653 eV

=====

(4)
ORCA calculation (ωB97M-V/def2-TZVPD) on a molecular structure, C34H28Cl5N2O2PbSi.

XYZ file:
```
73
C34H28Cl5N2O2PbSi ωB97M-V/def2-TZVPD
Pb 10.18 11.50 13.11
Cl 7.14 6.86 18.43
C 7.59 7.69 17.04
C 8.49 8.75 17.07
Cl 9.15 9.28 18.58
C 8.85 9.45 15.95
Cl 10.15 10.67 16.01
C 8.33 9.10 14.67
O 8.60 9.71 13.58
C 7.27 8.08 14.67
Cl 6.34 7.80 13.27
C 7.05 7.28 15.79
Cl 6.05 5.88 15.60
C 7.67 10.70 7.18
C 8.98 11.16 6.93
C 9.92 11.13 7.94
C 9.54 10.83 9.26
C 8.19 10.44 9.51
C 7.28 10.43 8.47
N 10.50 10.90 10.26
N 11.72 11.20 9.94
C 12.62 11.26 10.97
C 13.98 11.47 10.61
C 14.91 11.60 11.64
C 14.62 11.36 12.97
C 13.29 11.02 13.29
C 12.28 11.04 12.33
H 6.90 10.65 6.39
H 9.22 11.46 5.91
H 10.98 11.37 7.79
H 7.96 10.17 10.55
H 6.25 10.24 8.67
H 14.22 11.67 9.55
H 15.91 12.02 11.40
H 15.37 11.41 13.75
H 13.05 10.80 14.32
C 7.72 15.17 10.97
C 7.19 15.48 12.38
C 7.23 17.06 12.58
C 5.73 15.00 12.62
Si 8.34 14.61 13.71
O 8.92 13.25 13.03
C 7.22 14.18 15.18
C 7.26 15.09 16.24
C 6.37 14.93 17.33
C 5.47 13.89 17.31
C 5.43 12.98 16.24
C 6.36 13.09 15.22
C 9.78 15.72 14.32
C 10.38 16.74 13.56
C 11.56 17.34 13.99
C 12.21 16.84 15.15
C 11.60 15.85 15.92
C 10.40 15.30 15.50
H 6.91 15.21 10.28
H 8.07 14.12 10.87
H 8.54 15.87 10.67
H 6.46 17.61 12.02
H 8.15 17.53 12.24
H 7.17 17.33 13.62
H 5.11 15.39 11.81
H 5.40 15.37 13.64
H 5.63 13.90 12.63
H 8.00 15.93 16.28
H 6.44 15.60 18.17
H 4.78 13.82 18.13
H 4.69 12.20 16.16
H 6.38 12.35 14.41
H 9.94 17.10 12.67
H 12.04 18.05 13.36
H 13.21 17.22 15.39
H 12.17 15.50 16.78
H 9.95 14.56 16.20
```

Values from the calculation:
Highest occupied orbital energy (spin up / spin down): -10.8 / -10.9 eV
Charge: +1
Calculated total energy: -118515.683 eV
ΔE to the lowest compared entry with this formula, charge and spin: 43.2 kJ/mol

=====

(5)
ORCA calculation (ωB97M-V/def2-TZVPD) on a molecular structure, C34H28CuNO4Te.

XYZ file:
```
69
C34H28CuNO4Te ωB97M-V/def2-TZVPD
Cu -0.22 2.06 -1.59
O 3.30 0.45 -0.59
C 3.14 0.28 0.79
C 1.76 -0.43 1.06
O 1.59 -0.94 2.18
O 0.96 -0.36 0.10
C 4.30 -0.58 1.29
C 5.16 -1.18 0.38
C 6.23 -1.96 0.81
C 6.45 -2.16 2.17
C 5.59 -1.57 3.08
C 4.53 -0.78 2.65
C 3.12 1.65 1.48
C 2.58 1.85 2.75
C 2.58 3.10 3.33
C 3.12 4.19 2.66
C 3.65 4.01 1.39
C 3.65 2.75 0.80
H 2.42 0.65 -0.95
H 4.99 -1.02 -0.67
H 6.88 -2.42 0.08
H 7.27 -2.77 2.51
H 5.74 -1.72 4.15
H 3.86 -0.34 3.38
H 2.11 1.01 3.25
H 2.14 3.24 4.32
H 3.11 5.18 3.11
H 4.04 4.85 0.83
H 4.02 2.62 -0.20
C -2.06 1.44 -1.40
C -3.10 2.40 -1.75
C -3.69 3.26 -0.80
C -4.66 4.18 -1.13
C -5.12 4.30 -2.44
C -4.57 3.46 -3.40
C -3.59 2.54 -3.07
H -2.11 0.55 -2.04
H -2.16 1.12 -0.35
H -3.34 3.19 0.23
H -5.08 4.82 -0.36
H -5.88 5.02 -2.70
H -4.90 3.52 -4.43
H -3.16 1.90 -3.84
O 3.44 4.07 -2.19
C 2.47 3.37 -2.00
N 1.54 2.67 -1.81
Te -0.42 -2.39 -0.92
C -1.67 -3.98 -1.63
C -2.51 -4.73 -0.80
C -3.23 -5.80 -1.29
C -3.12 -6.18 -2.62
C -2.29 -5.45 -3.46
C -1.58 -4.36 -2.96
C -1.94 -1.65 0.35
C -3.25 -1.56 -0.11
C -4.24 -1.04 0.70
C -3.93 -0.58 1.98
C -2.62 -0.66 2.43
C -1.62 -1.19 1.62
H -2.60 -4.46 0.25
H -3.88 -6.36 -0.62
H -3.69 -7.02 -3.00
H -2.19 -5.72 -4.50
H -0.95 -3.79 -3.64
H -3.49 -1.88 -1.12
H -5.26 -0.96 0.33
H -4.70 -0.15 2.60
H -2.36 -0.29 3.41
H -0.59 -1.22 1.97
```

Values from the calculation:
Highest occupied orbital energy: -1.7 eV
Charge: -2
Calculated total energy: -97327.969 eV
ΔE to the lowest compared entry with this formula, charge and spin: 0.0 kJ/mol

=====

(6)
ORCA calculation (ωB97M-V/def2-TZVPD) on a molecular structure, C34H28F3N3P2RuS2.

XYZ file:
```
73
C34H28F3N3P2RuS2 ωB97M-V/def2-TZVPD
Ru -1.27 -0.96 -0.03
S -2.16 1.06 0.79
P -0.14 1.45 0.93
C 0.53 0.08 0.20
P 1.12 -0.19 -1.35
S -0.45 -1.23 -2.20
C 2.54 -1.31 -1.30
C 3.35 -1.33 -0.17
C 4.45 -2.17 -0.12
C 4.74 -3.00 -1.20
C 3.93 -2.98 -2.33
C 2.83 -2.14 -2.38
C 1.65 1.20 -2.37
C 3.00 1.52 -2.48
C 3.38 2.64 -3.21
C 2.42 3.43 -3.83
C 1.07 3.10 -3.72
C 0.69 1.99 -2.99
C 0.29 3.07 0.26
C -0.67 3.89 -0.32
C -0.29 5.12 -0.85
C 1.04 5.50 -0.82
C 2.00 4.67 -0.25
C 1.63 3.46 0.30
C 0.30 1.53 2.68
C 0.92 0.44 3.29
C 1.21 0.48 4.65
C 0.87 1.60 5.40
C 0.25 2.69 4.79
C -0.04 2.65 3.44
H 3.11 -0.69 0.67
H 5.09 -2.18 0.75
H 5.60 -3.65 -1.17
H 4.15 -3.63 -3.17
H 2.19 -2.13 -3.26
H 3.75 0.91 -2.00
H 4.43 2.89 -3.30
H 2.72 4.29 -4.40
H 0.33 3.72 -4.20
H -0.36 1.73 -2.91
H -1.71 3.58 -0.34
H -1.04 5.76 -1.29
H 1.33 6.45 -1.24
H 3.04 4.98 -0.23
H 2.37 2.82 0.76
H 1.19 -0.42 2.69
H 1.70 -0.35 5.12
H 1.10 1.64 6.45
H -0.01 3.56 5.37
H -0.52 3.50 2.96
F -8.02 -2.69 -1.52
C -7.13 -3.59 -1.07
F -7.64 -4.13 0.05
F -7.03 -4.56 -1.99
C -5.80 -2.93 -0.81
C -4.96 -2.64 -1.88
C -3.75 -2.03 -1.62
N -3.35 -1.70 -0.39
C -4.18 -1.96 0.63
C -5.41 -2.57 0.46
H -5.23 -2.90 -2.89
H -3.07 -1.79 -2.42
H -3.86 -1.63 1.61
H -6.04 -2.77 1.32
N 0.54 -4.01 2.04
C -0.53 -3.90 2.90
C -1.34 -2.95 2.35
N -0.76 -2.49 1.19
C 0.38 -3.15 1.03
H 1.32 -4.64 2.15
H -0.63 -4.48 3.79
H -2.27 -2.56 2.72
H 1.08 -3.01 0.22
```

Values from the calculation:
Highest occupied orbital energy (spin up / spin down): -10.0 / -10.0 eV
Charge: +1
⟨S²⟩: 0.757
Spin multiplicity: 2
Calculated total energy: -91162.389 eV
ΔE to the lowest compared entry with this formula, charge and spin: 0.0 kJ/mol

=====

Q: Which formula does entry 3 have?
A: C34H28Cl3MgN2O7S